The following is a DFT calculation (the ωB97M-V functional and the def2-TZVPD basis) of 12 unconnected molecules or ions with the total composition C6H28O11 in a non-equilibrium geometry.

Properties
SMILES: c1ccccc1.O.O.O.O.O.O.O.O.O.O.O
Spin multiplicity: 1
HOMO (eV): -9.7
ΔE to the lowest compared entry with this formula, charge and spin (kJ/mol): 263.4
Kohn-Sham gap (eV): 9.70

CARTESIAN COORDINATES (ANGSTROEM)
C: -2.24 2.29 1.83
C: -0.97 1.82 2.12
C: -0.45 0.92 1.20
C: -1.23 0.37 0.21
C: -2.56 0.83 0.00
C: -3.06 1.82 0.82
H: -2.54 3.11 2.51
H: -0.42 1.96 3.04
H: 0.49 0.47 1.27
H: -0.89 -0.50 -0.38
H: -3.12 0.34 -0.88
H: -3.98 2.34 0.53
H: -3.66 -1.14 1.99
H: -2.43 -1.51 1.13
O: -2.83 -1.63 1.99
H: 1.39 -1.63 -0.51
H: 2.52 -0.88 -1.27
O: 2.11 -1.74 -1.12
H: -0.15 -1.83 1.26
H: 1.05 -2.73 1.00
O: 0.11 -2.61 0.77
H: 2.68 -0.15 1.46
H: 2.61 1.30 1.75
O: 2.92 0.71 1.06
H: 2.08 -1.62 3.02
H: 0.60 -1.23 3.08
O: 1.46 -0.99 2.63
H: 2.96 2.15 -0.71
H: 4.32 1.67 -1.00
O: 3.50 1.86 -1.47
H: -1.34 -0.55 4.10
H: -1.39 -2.03 3.48
O: -0.84 -1.31 3.82
H: 2.99 -0.25 -3.57
H: 2.64 1.06 -2.80
O: 2.26 0.29 -3.26
H: 0.48 -0.91 -3.24
H: 0.27 -2.25 -2.30
O: -0.10 -1.58 -2.87
H: 1.12 1.96 -3.95
H: 0.35 2.33 -2.74
O: 0.31 2.42 -3.72
H: -2.13 -0.46 -3.97
H: -2.15 -1.47 -2.84
O: -2.72 -1.03 -3.48